{"formula": "C5H14NO", "method": "ωB97M-V/def2-TZVPD", "symbols": ["C", "C", "N", "H", "H", "H", "H", "H", "H", "H", "C", "O", "C", "C", "H", "H", "H", "H", "H", "H", "H"], "positions_angstrom": [[2.8213, 1.0049, 0.0111], [1.9865, 0.8684, 1.2912], [0.7025, 1.5778, 1.2564], [2.8224, 1.9585, -0.4463], [3.8915, 0.6604, 0.1269], [2.3230, 0.3428, -0.7137], [1.7670, -0.1524, 1.5080], [2.6227, 1.2370, 2.1170], [0.2339, 1.1973, 0.4364], [0.9065, 2.5774, 1.0383], [-0.7157, -1.2901, -1.2309], [0.0612, -0.3696, -0.5653], [-2.2223, -0.8991, -1.0945], [-2.7447, -0.9814, 0.3308], [-0.5979, -2.3233, -0.7767], [-0.4558, -1.4270, -2.2800], [-2.8791, -1.4969, -1.7475], [-2.3771, 0.1004, -1.4693], [-3.7287, -0.5744, 0.4207], [-2.0268, -0.4028, 0.9775], [-2.6585, -2.0013, 0.6903]], "mulliken_spin": [0.00, 0.00, 0.00, 0.00, 0.00, 0.00, 0.00, 0.00, 0.00, 0.00, -0.02, 0.88, 0.02, 0.00, 0.09, 0.02, 0.00, 0.00, 0.00, 0.00, 0.00], "lumo_energy_ev": [0.98, -1.99], "e_homo_ev": [-8.91, -8.90], "s_squared": 0.754, "e_above_lowest_kcal_mol": 28.4, "energy_ha": -328.79189, "multiplicity": 2}

***

{"formula": "C2H3F2N", "method": "ωB97M-V/def2-TZVPD", "symbols": ["C", "C", "N", "F", "F", "H", "H", "H"], "positions_angstrom": [[0.2452, 0.3067, -0.4409], [0.2926, -0.2978, 0.8225], [0.2172, -0.3299, -1.5549], [-2.1844, -0.5049, 0.7189], [0.4072, 0.4834, 1.8752], [0.5691, 1.4149, -0.3040], [0.1489, -1.3788, 1.1199], [0.3043, 0.3064, -2.2368]], "mulliken_charge": [0.11, 0.24, -0.48, -0.61, -0.11, 0.25, 0.32, 0.29], "lumo_energy_ev": [-3.07, -3.07], "e_homo_ev": [-10.22, -10.23], "e_above_lowest_kcal_mol": 90.8, "energy_ha": -332.31307}

***

{"formula": "C5H7N2O3P", "method": "ωB97M-V/def2-TZVPD", "symbols": ["C", "C", "C", "C", "C", "N", "N", "O", "O", "O", "P", "H", "H", "H", "H", "H", "H", "H"], "positions_angstrom": [[-1.0683, -1.2463, -0.2021], [-2.3706, -1.4009, -0.4237], [-0.9544, 0.1127, 0.1374], [1.1667, 0.0128, 1.5826], [0.4680, 0.6834, 0.4829], [-3.0545, -0.2602, -0.1310], [-2.1290, 0.7156, 0.1904], [1.9608, -0.5401, -1.5692], [0.5176, 1.4844, -2.0549], [2.6955, 1.7494, -0.7158], [1.5910, 0.7862, -1.0265], [-0.3396, -1.9631, -0.3918], [-2.9167, -2.3342, -0.4963], [1.6708, -0.9863, 1.3302], [2.0859, 0.5073, 1.7887], [0.4435, -0.1127, 2.2804], [0.3794, 1.8267, 0.8539], [-0.1460, 0.9653, -1.6352]], "mulliken_charge": [-0.05, -0.74, -0.36, -1.94, 1.18, -0.72, -0.66, -0.76, -0.62, -0.83, 0.79, 0.41, 0.41, 0.25, 0.46, 0.60, 0.13, 0.44], "lumo_energy_ev": 6.69, "charge": -2, "e_homo_ev": -0.46, "e_above_lowest_kcal_mol": 14.9, "energy_ha": -871.35957}